i:
C33H44BBrN7OSnTe as an isolated structure. Source: the Open Molecules 2025 dataset; level of theory: the ωB97M-V functional and the def2-TZVPD basis.

Values from the calculation:
- charge = +1
- HOMO level (eV) = -10.095

Last column: Löwdin charge in e.
Element x y z (Å)
Sn  -0.50  -0.83  -0.46  1.212
C  2.65  0.86  -1.35  -0.009
C  1.44  1.72  -1.43  -0.357
C  1.35  3.07  -1.73  0.025
C  0.00  3.38  -1.68  -0.252
C  -0.66  4.70  -1.88  -0.004
N  -0.66  2.25  -1.38  0.042
N  0.21  1.24  -1.22  -0.048
B  -2.18  2.03  -1.28  -0.528
N  -2.54  1.61  0.15  0.033
N  -2.06  0.48  0.71  -0.060
C  -2.63  0.35  1.92  -0.359
C  -2.41  -0.78  2.85  -0.055
C  -3.49  1.43  2.12  0.034
C  -3.40  2.20  0.98  -0.251
C  -4.13  3.46  0.68  -0.005
N  -2.59  0.92  -2.24  0.032
N  -2.03  -0.31  -2.20  -0.031
C  -2.57  -1.04  -3.18  -0.331
C  -2.18  -2.45  -3.44  -0.061
C  -3.49  -0.27  -3.87  0.034
C  -3.48  0.97  -3.24  -0.252
C  -4.29  2.17  -3.58  -0.007
H  3.55  1.47  -1.31  0.095
H  2.70  0.22  -2.23  0.067
H  2.61  0.22  -0.47  0.049
H  2.16  3.75  -1.94  0.119
H  0.10  5.46  -2.06  0.088
H  -1.23  4.97  -0.99  0.084
H  -1.34  4.66  -2.72  0.086
H  -2.73  3.03  -1.55  0.114
H  -1.69  -1.49  2.44  0.020
H  -3.35  -1.29  3.04  0.095
H  -2.04  -0.41  3.80  0.080
H  -4.09  1.62  2.99  0.119
H  -4.75  3.73  1.54  0.088
H  -4.78  3.33  -0.18  0.083
H  -3.45  4.28  0.47  0.082
H  -1.33  -2.72  -2.81  0.032
H  -1.91  -2.57  -4.49  0.089
H  -3.01  -3.12  -3.23  0.071
H  -4.09  -0.56  -4.70  0.116
H  -4.92  1.96  -4.44  0.087
H  -3.65  3.02  -3.80  0.084
H  -4.93  2.44  -2.74  0.083
C  1.20  -4.44  4.42  -0.036
C  0.20  -4.35  3.31  -0.242
C  -0.95  -5.14  3.24  0.000
C  -1.83  -4.97  2.18  -0.079
C  -1.54  -4.00  1.25  -0.751
Br  -2.72  -3.61  -0.18  0.800
N  -0.45  -3.25  1.28  -0.062
C  0.40  -3.44  2.28  -0.129
H  1.06  -5.35  5.00  0.083
H  1.10  -3.59  5.08  0.090
H  2.21  -4.42  4.01  0.086
H  -1.15  -5.87  4.00  0.125
H  -2.72  -5.58  2.09  0.109
H  1.28  -2.80  2.26  0.097
C  1.47  2.41  1.87  -0.383
Te  0.96  0.35  2.30  1.295
C  3.08  0.21  2.78  -0.400
C  3.57  1.61  2.97  -0.299
C  4.78  1.87  3.60  -0.038
C  5.21  3.17  3.79  -0.074
C  4.45  4.22  3.32  -0.074
C  3.25  3.97  2.68  -0.036
C  2.79  2.67  2.52  -0.290
H  0.69  3.06  2.28  0.065
H  1.52  2.58  0.80  0.033
H  3.64  -0.28  1.98  0.058
H  3.22  -0.38  3.69  0.054
H  5.37  1.04  3.96  0.116
H  6.14  3.36  4.31  0.107
H  4.78  5.24  3.47  0.106
H  2.64  4.79  2.31  0.117
C  3.04  -3.53  -2.76  -0.148
C  2.18  -3.29  -4.00  -0.144
C  1.46  -2.00  -3.62  -0.197
O  1.24  -2.08  -2.22  -0.325
C  2.09  -3.07  -1.65  -0.207
H  3.92  -2.89  -2.78  0.118
H  3.35  -4.56  -2.64  0.118
H  1.46  -4.10  -4.13  0.120
H  2.77  -3.19  -4.91  0.119
H  0.50  -1.87  -4.11  0.108
H  2.09  -1.13  -3.85  0.116
H  1.46  -3.90  -1.30  0.122
H  2.61  -2.64  -0.79  0.116

ii:
C33H44BBrN7OSnTe as an isolated structure. Source: the Open Molecules 2025 dataset; level of theory: the ωB97M-V functional and the def2-TZVPD basis.

Values from the calculation:
- charge = +1
- HOMO level (eV) = -9.935

Last column: Löwdin charge in e.
Element x y z (Å)
Sn  0.32  0.16  -0.72  1.223
C  -2.17  0.25  -3.56  -0.018
C  -2.72  0.23  -2.17  -0.317
C  -4.06  0.23  -1.79  0.033
C  -4.07  0.23  -0.40  -0.251
C  -5.24  0.24  0.52  -0.008
N  -2.79  0.21  0.01  0.043
N  -1.95  0.19  -1.07  -0.027
B  -2.25  0.25  1.47  -0.506
N  -1.42  -1.03  1.73  0.037
N  -0.42  -1.38  0.86  -0.058
C  0.02  -2.58  1.22  -0.343
C  1.11  -3.29  0.47  -0.031
C  -0.70  -3.02  2.34  0.036
C  -1.60  -2.02  2.62  -0.249
C  -2.62  -1.95  3.71  -0.004
N  -1.37  1.51  1.62  0.040
N  -0.35  1.75  0.76  -0.088
C  0.21  2.91  1.09  -0.376
C  1.39  3.46  0.35  -0.043
C  -0.47  3.44  2.19  0.033
C  -1.46  2.52  2.50  -0.250
C  -2.48  2.58  3.60  -0.003
H  -2.74  0.96  -4.17  0.090
H  -1.12  0.53  -3.59  0.049
H  -2.27  -0.73  -4.03  0.083
H  -4.92  0.26  -2.44  0.120
H  -6.16  0.26  -0.06  0.086
H  -5.25  -0.64  1.16  0.086
H  -5.23  1.12  1.17  0.085
H  -3.17  0.29  2.24  0.118
H  1.59  -2.63  -0.25  0.063
H  1.87  -3.67  1.15  0.075
H  0.69  -4.14  -0.07  0.081
H  -0.57  -3.96  2.87  0.123
H  -2.52  -2.82  4.36  0.087
H  -2.51  -1.05  4.32  0.083
H  -3.64  -1.95  3.31  0.085
H  1.76  2.76  -0.39  0.028
H  1.12  4.39  -0.15  0.091
H  2.20  3.68  1.05  0.084
H  -0.26  4.36  2.71  0.122
H  -2.34  3.48  4.18  0.087
H  -3.49  2.58  3.19  0.085
H  -2.39  1.72  4.26  0.084
C  -2.77  4.34  -3.78  -0.029
C  -1.42  3.66  -3.75  -0.248
C  -0.56  3.66  -4.84  -0.003
C  0.66  3.02  -4.76  -0.086
C  0.98  2.37  -3.58  -0.755
Br  2.67  1.53  -3.42  0.754
N  0.18  2.34  -2.53  -0.045
C  -0.99  2.98  -2.62  -0.114
H  -2.89  4.94  -4.68  0.083
H  -2.90  4.99  -2.91  0.088
H  -3.58  3.60  -3.75  0.082
H  -0.84  4.17  -5.75  0.126
H  1.36  3.02  -5.59  0.107
H  -1.62  2.94  -1.73  0.127
C  3.31  -1.62  2.40  -0.443
Te  2.46  0.35  2.35  1.262
C  4.41  0.96  2.98  -0.430
C  5.03  -0.26  3.61  -0.296
C  6.13  -0.15  4.46  -0.039
C  6.71  -1.29  5.01  -0.077
C  6.19  -2.54  4.71  -0.077
C  5.09  -2.65  3.87  -0.040
C  4.51  -1.52  3.32  -0.290
H  3.59  -1.92  1.40  0.056
H  2.56  -2.31  2.79  0.043
H  4.33  1.79  3.69  0.054
H  4.97  1.31  2.11  0.058
H  6.53  0.83  4.70  0.117
H  7.56  -1.19  5.68  0.106
H  6.63  -3.43  5.14  0.105
H  4.68  -3.63  3.64  0.115
C  0.09  -4.10  -3.14  -0.152
C  0.62  -3.44  -4.43  -0.136
C  0.62  -1.94  -4.10  -0.179
O  -0.03  -1.80  -2.82  -0.306
C  -0.79  -3.00  -2.59  -0.203
H  0.91  -4.29  -2.45  0.104
H  -0.44  -5.03  -3.32  0.119
H  -0.05  -3.65  -5.26  0.113
H  1.61  -3.80  -4.70  0.113
H  0.07  -1.37  -4.85  0.114
H  1.62  -1.52  -4.01  0.099
H  -1.74  -2.96  -3.14  0.125
H  -1.01  -3.06  -1.52  0.109

Which of them is the most stable? Correct choice: ii.

i:
A single C3H6 molecule. Source: the Open Molecules 2025 dataset; level of theory: the ωB97M-V functional and the def2-TZVPD basis.

Values from the calculation:
- structure (SMILES) = C=CC
- HOMO level (eV) = -9.689

Last column: natural (NBO) charge in e.
Element x y z (Å)
C  1.23  -0.15  0.00  -0.662
C  -0.14  0.45  0.01  -0.178
C  -1.26  -0.23  -0.01  -0.396
H  1.56  -0.69  0.92  0.223
H  1.29  -0.88  -0.84  0.221
H  1.94  0.65  -0.17  0.215
H  -0.23  1.55  0.06  0.195
H  -1.33  -1.31  0.09  0.188
H  -2.20  0.29  -0.04  0.194

ii:
A single C3H6 molecule. Source: the Open Molecules 2025 dataset; level of theory: the ωB97M-V functional and the def2-TZVPD basis.

Values from the calculation:
- structure (SMILES) = C=CC
- HOMO level (eV) = -9.578

Last column: natural (NBO) charge in e.
Element x y z (Å)
C  -0.92  0.35  -0.58  -0.655
C  0.55  0.06  -0.28  -0.168
C  0.90  -0.51  0.85  -0.410
H  -1.55  -0.54  -0.53  0.219
H  -1.20  1.00  0.25  0.221
H  -1.06  0.84  -1.54  0.213
H  1.25  0.43  -1.02  0.198
H  1.86  -0.86  1.22  0.202
H  0.17  -0.76  1.62  0.180

Which of them is the most stable? Correct choice: i.

i:
A 2-piece molecular cluster, C3H6 overall. Source: the Open Molecules 2025 dataset; level of theory: the ωB97M-V functional and the def2-TZVPD basis.

Values from the calculation:
- HOMO level (eV) = -9.631

Last column: natural (NBO) charge in e.
Element x y z (Å)
C  -1.46  0.22  -0.02  -0.462
C  -0.27  -0.37  -0.02  -0.078
C  1.06  0.17  0.00  -0.693
H  -2.26  -0.43  0.12  0.204
H  -1.58  1.24  0.20  0.197
H  -0.34  -1.87  0.04  0.146
H  1.75  -0.31  -0.87  0.229
H  1.51  -0.19  0.96  0.231
H  1.16  1.31  -0.03  0.225

ii:
A single C3H6 molecule. Source: the Open Molecules 2025 dataset; level of theory: the ωB97M-V functional and the def2-TZVPD basis.

Values from the calculation:
- structure (SMILES) = C=CC
- HOMO level (eV) = -9.877

Last column: natural (NBO) charge in e.
Element x y z (Å)
C  -0.20  -1.00  -0.62  -0.650
C  0.47  0.21  -0.02  -0.189
C  -0.19  0.95  0.76  -0.405
H  -0.17  -1.92  0.10  0.224
H  -1.29  -0.81  -0.82  0.216
H  0.34  -1.29  -1.75  0.208
H  1.56  0.38  -0.12  0.201
H  -1.20  0.73  0.93  0.191
H  0.31  1.96  0.93  0.204

Which of them is the most stable? Correct choice: ii.

i:
A 2-piece molecular cluster, C3H6NO3 overall. Source: the Open Molecules 2025 dataset; level of theory: the ωB97M-V functional and the def2-TZVPD basis.

Values from the calculation:
- charge = +1
- HOMO level (eV) = -15.259

Last column: natural (NBO) charge in e.
Element x y z (Å)
C  -0.63  0.23  -0.13  0.878
C  -1.59  -0.80  0.39  -0.715
C  2.83  0.22  0.20  0.077
N  1.95  -0.35  -0.27  0.186
O  -0.17  0.88  0.85  -0.604
O  1.00  -0.92  -0.66  -0.389
O  -0.67  0.89  -1.22  -0.598
H  -1.91  -1.63  -0.22  0.269
H  -1.14  -1.12  1.33  0.274
H  -2.52  -0.31  0.60  0.274
H  3.79  0.70  0.32  0.291
H  -1.25  0.51  -1.85  0.527
H  0.31  1.71  0.67  0.529

ii:
A 2-piece molecular cluster, C3H6NO3 overall. Source: the Open Molecules 2025 dataset; level of theory: the ωB97M-V functional and the def2-TZVPD basis.

Values from the calculation:
- charge = +1
- HOMO level (eV) = -16.259

Last column: natural (NBO) charge in e.
Element x y z (Å)
C  0.99  3.14  1.41  1.032
C  -0.48  -0.70  -0.17  -0.220
C  0.40  0.49  -0.55  0.264
N  0.56  -0.20  0.78  -0.527
O  0.37  2.27  1.84  -0.600
O  1.73  3.90  1.09  -0.423
O  1.52  0.41  -1.31  -0.662
H  -1.40  -0.44  0.16  0.241
H  -0.28  -1.63  -0.73  0.268
H  -0.05  1.49  -0.50  0.208
H  0.34  0.32  1.54  0.445
H  1.43  -0.70  1.03  0.459
H  1.20  0.31  -2.26  0.516

Which of them is the most stable? Correct choice: ii.

i:
A 2-piece molecular cluster, CH4NO2S overall. Source: the Open Molecules 2025 dataset; level of theory: the ωB97M-V functional and the def2-TZVPD basis.

Values from the calculation:
- charge = -1
- HOMO level (eV) = -3.873

Last column: natural (NBO) charge in e.
Element x y z (Å)
S  -0.32  0.63  -2.22  -0.926
H  -1.35  1.50  -2.27  0.112
N  -0.36  -0.97  0.63  -0.892
C  0.51  -0.07  1.16  0.887
O  0.92  0.92  0.32  -0.755
O  1.00  -0.23  2.27  -0.706
H  -0.46  -1.85  1.11  0.383
H  -0.49  -0.88  -0.39  0.424
H  0.55  0.95  -0.60  0.473

ii:
A 2-piece molecular cluster, CH4NO2S overall. Source: the Open Molecules 2025 dataset; level of theory: the ωB97M-V functional and the def2-TZVPD basis.

Values from the calculation:
- charge = -1
- HOMO level (alpha / beta) (eV) = -2.267 / -2.264

Last column: natural (NBO) charge in e.
Element x y z (Å)
C  0.36  -0.12  -0.43  -0.522
N  1.51  0.88  -0.59  -0.869
O  -2.12  0.34  1.63  -1.012
O  -1.63  -1.99  0.99  -1.006
S  -1.87  -0.61  0.52  1.453
H  0.02  -0.35  -1.44  0.135
H  0.80  -1.02  0.01  0.152
H  1.80  1.17  0.34  0.337
H  1.13  1.70  -1.05  0.332

Which of them is the most stable? Correct choice: i.

i:
An isolated ion of composition C6H10N5 and charge +1. Source: the Open Molecules 2025 dataset; level of theory: the ωB97M-V functional and the def2-TZVPD basis.

Values from the calculation:
- structure (SMILES) = N[C@H]1NC(=[NH2+])[C@@H]2C=CC=NN12
- charge = +1
- HOMO level (eV) = -11.960

Last column: natural (NBO) charge in e.
Element x y z (Å)
C  -0.25  1.74  1.99  -0.194
C  0.06  1.87  0.70  -0.204
C  -0.82  0.50  2.45  -0.029
C  0.96  0.09  -0.86  0.567
C  -0.27  0.76  -0.27  -0.181
C  -0.45  -1.74  -0.43  0.285
N  -1.10  -0.47  1.66  -0.187
N  -1.03  -0.31  0.35  -0.252
N  0.83  -1.21  -0.85  -0.543
N  2.01  0.73  -1.31  -0.712
N  -1.20  -2.19  -1.50  -0.809
H  -0.04  2.52  2.70  0.244
H  0.54  2.75  0.29  0.217
H  -1.00  0.33  3.50  0.219
H  -0.86  1.16  -1.12  0.241
H  -0.38  -2.47  0.38  0.236
H  1.52  -1.86  -1.23  0.439
H  2.04  1.74  -1.29  0.436
H  2.83  0.25  -1.67  0.428
H  -2.03  -2.70  -1.26  0.412
H  -1.37  -1.51  -2.23  0.386

ii:
An isolated ion of composition C6H10N5 and charge +1. Source: the Open Molecules 2025 dataset; level of theory: the ωB97M-V functional and the def2-TZVPD basis.

Values from the calculation:
- charge = +1
- HOMO level (alpha / beta) (eV) = -12.492 / -12.494

Last column: natural (NBO) charge in e.
Element x y z (Å)
C  -3.19  -0.05  0.33  0.237
C  0.15  1.04  -0.12  0.556
C  1.82  -0.43  0.03  0.509
C  -0.35  -1.12  -0.31  0.210
C  -0.24  2.41  -0.44  -0.687
C  3.31  -0.79  0.40  -0.677
N  -2.06  0.64  0.10  -0.362
N  1.43  0.76  -0.08  -0.436
N  -3.43  -1.27  0.11  -0.675
N  -0.88  0.11  -0.06  -0.105
N  0.98  -1.40  -0.29  -0.488
H  -3.85  0.56  0.85  0.177
H  -0.91  -1.99  -0.69  0.278
H  0.00  2.94  0.46  0.279
H  -1.25  2.40  -0.67  0.274
H  0.43  2.87  -1.26  0.277
H  3.83  -1.34  -0.46  0.264
H  3.43  -1.49  1.14  0.248
H  3.85  0.20  0.66  0.277
H  -4.28  -1.59  0.49  0.366
H  1.21  -2.47  -0.18  0.478

Which of them is the most stable? Correct choice: i.